{
  "formula": "C3H8N2O2",
  "method": "the ωB97M-V functional and the def2-TZVPD basis",
  "total_charge": 0,
  "e_homo_ev": -9.07,
  "homo_lumo_gap_ev": 7.9433,
  "e_tot_ev": -10312.3649,
  "relative_energy_kcal_mol": 105.79,
  "smiles": "C=N[C@H](N)O.C=O",
  "symbols": ["C", "N", "C", "N", "O", "H", "H", "H", "H", "H", "H", "C", "O", "H", "H"],
  "coordinates": [[0.73, 0.88, 0.88], [-0.02, 0.94, -0.15], [0.24, 0.02, -1.25], [-0.40, 0.42, -2.47], [0.04, -1.30, -1.00], [0.74, 1.70, 1.60], [1.68, 0.35, 0.79], [1.31, 0.33, -1.41], [-1.35, 0.06, -2.52], [-0.41, 1.43, -2.57], [-0.05, -1.61, 0.14], [-0.55, -0.70, 1.93], [-0.09, -1.75, 1.45], [-1.45, -0.18, 1.58], [-0.42, -0.58, 3.00]],
  "nbo_charge": [-0.172, -0.338, 0.371, -0.832, -0.764, 0.199, 0.174, 0.098, 0.362, 0.362, 0.495, 0.261, -0.548, 0.172, 0.160]
}